{"formula": "C8H2B3Cl24F5O5S", "method": "wB97M-V/def2-TZVPD", "spin_multiplicity": 1, "orbital_gap_ev": 10.86, "e_tot_ha": -12699.07590, "total_charge": 0, "symbols": ["O", "S", "O", "B", "O", "B", "O", "B", "O", "C", "F", "F", "C", "F", "F", "F", "H", "H", "C", "Cl", "Cl", "Cl", "Cl", "C", "Cl", "Cl", "Cl", "Cl", "C", "Cl", "Cl", "Cl", "Cl", "C", "Cl", "Cl", "Cl", "Cl", "C", "Cl", "Cl", "Cl", "Cl", "C", "Cl", "Cl", "Cl", "Cl"], "coordinates": [[1.95383, 2.77249, 2.66093], [0.92055, 1.79838, 2.42659], [1.22470, 0.41042, 2.65898], [0.23880, 2.00388, 0.65163], [0.99215, 2.68469, -0.24161], [0.62665, 2.30555, -1.53782], [-0.71978, 2.43280, -1.82572], [-1.49876, 1.74396, -0.92007], [-0.96920, 1.43943, 0.34079], [-0.49232, 2.35719, 3.51930], [0.03137, 2.71270, 4.68885], [-1.00751, 3.44212, 2.90094], [-1.64052, 1.30710, 3.74905], [-1.67762, 0.90569, 5.00275], [-2.81324, 1.86660, 3.46025], [-1.49210, 0.25585, 2.95101], [1.38940, 1.77354, -2.26069], [-2.59720, 1.40451, -1.19955], [4.70383, 3.22559, -0.39742], [4.21070, 1.53370, -0.21667], [3.72706, 4.23623, 0.65420], [6.40991, 3.37164, 0.02885], [4.46909, 3.72045, -2.08501], [-4.19694, -3.07435, 2.29870], [-5.64921, -2.64521, 1.39025], [-3.19919, -1.63603, 2.51484], [-4.64638, -3.73327, 3.87376], [-3.29269, -4.28575, 1.38380], [-5.59694, -2.03736, -2.52147], [-7.11253, -2.21437, -1.63097], [-4.55991, -0.86953, -1.69345], [-4.77715, -3.59884, -2.59391], [-5.93687, -1.46673, -4.15643], [-2.93109, -8.29189, -0.21537], [-4.37394, -7.78347, -1.09793], [-1.89064, -6.88970, 0.05382], [-3.40259, -8.97829, 1.33971], [-2.05615, -9.50097, -1.15661], [-0.20493, 2.03287, -6.04490], [-0.72629, 3.63630, -6.56336], [-1.53306, 1.21997, -5.21205], [0.27976, 1.08321, -7.45005], [1.16863, 2.19091, -4.94104], [9.73066, 1.42448, 1.48449], [9.36114, 3.03486, 0.85396], [8.28207, 0.74468, 2.22652], [10.26038, 0.38619, 0.15925], [11.01406, 1.54779, 2.68886]], "forces_ev_per_a": [[-0.543, 0.060, 0.033], [1.109, -0.065, -0.002], [-0.365, 0.102, -0.011], [-0.478, 0.398, 0.175], [0.180, -0.957, 0.047], [-0.233, 0.712, 0.057], [0.229, -0.997, 0.141], [-0.303, 0.328, -0.054], [0.324, 0.126, -0.165], [-0.148, -0.260, -0.026], [-0.016, 0.070, 0.000], [0.119, -0.062, 0.033], [-0.173, 0.464, -0.211], [0.212, -0.204, 0.316], [-0.203, 0.120, -0.050], [0.314, 0.073, -0.012], [0.164, 0.279, -0.068], [-0.004, 0.076, 0.093], [-0.048, 0.032, -0.005], [0.011, -0.042, 0.004], [0.140, 0.102, -0.038], [-0.239, -0.039, -0.071], [-0.011, -0.016, -0.011], [0.006, 0.055, -0.095], [-0.044, -0.025, 0.068], [-0.231, -0.336, -0.035], [0.004, 0.006, -0.009], [-0.057, 0.002, 0.072], [0.036, -0.044, 0.053], [-0.075, 0.041, -0.086], [0.011, 0.020, -0.005], [0.015, -0.011, 0.015], [-0.001, 0.003, -0.011], [-0.046, 0.018, 0.007], [-0.020, 0.010, -0.010], [0.138, -0.062, -0.060], [-0.005, -0.004, 0.011], [0.004, -0.003, -0.006], [-0.007, -0.004, 0.009], [-0.007, 0.015, -0.002], [-0.016, -0.012, 0.010], [0.005, -0.006, -0.013], [0.008, 0.017, -0.144], [-0.055, -0.025, 0.003], [0.294, 0.058, 0.054], [-0.012, -0.006, 0.004], [0.006, -0.009, -0.012], [0.010, 0.003, 0.008]]}